# 1
The following is a quantum chemistry calculation of 9 unconnected molecules or ions with the total composition C36H62F2O26S, from OMol25.

```
127
Properties=species:S:1:pos:R:3:forces:R:3
C 0.619137 -0.728465 0.611123 0.502 -0.760 0.083
C -0.588409 -1.740654 0.333962 1.425 0.186 -0.013
S -2.264438 -0.996541 0.598796 0.298 -0.368 -0.652
C -2.730359 0.087796 -0.851194 0.287 0.773 -0.248
C -2.471374 1.605348 -0.401301 -1.944 -0.302 0.347
C -3.488790 2.243925 0.313587 1.926 0.144 -0.767
F -4.718721 1.627033 0.638207 2.837 1.517 -0.745
C -3.233061 3.736763 0.780462 -1.780 0.076 0.849
O -4.163214 4.375456 1.305179 2.841 -1.448 -1.402
C -1.786105 4.326391 0.591084 1.288 -1.432 -1.218
C -0.736336 3.689719 -0.126889 -2.144 1.184 1.560
C 0.650391 4.463023 -0.175514 -0.031 -0.278 -0.613
C 1.843633 3.710500 -0.916285 1.120 0.447 0.717
C 2.618591 2.625579 0.015894 0.497 0.257 -0.625
F 2.092450 2.538807 1.353284 0.145 -0.166 -1.631
C -1.085733 2.312480 -0.811357 -0.386 -0.942 -0.602
O -0.416820 1.720995 -1.675468 -1.282 1.899 2.399
H 0.851651 -0.030004 -0.251564 -0.597 -0.806 1.003
H 1.552425 -1.381342 0.757020 -1.183 0.994 -0.146
H 0.464966 -0.133652 1.566797 0.080 -0.714 -1.237
H -0.442379 -2.222228 -0.687434 -0.515 0.694 1.201
H -0.484951 -2.588545 1.099957 -0.583 1.260 -1.005
H -2.185983 -0.190981 -1.810644 -0.451 0.446 1.440
H -3.839600 -0.124764 -1.043301 1.598 0.588 0.465
H -1.584513 5.343190 1.073547 -0.549 -1.603 -0.723
H 0.979468 4.737232 0.885660 -0.670 -0.602 -1.629
H 0.482325 5.463442 -0.708997 0.097 -1.466 0.610
H 1.577569 3.261962 -1.921483 0.039 0.442 1.431
H 2.641326 4.511658 -1.131304 -1.255 -1.061 0.265
H 3.713778 2.953988 0.125069 -1.627 -0.530 -0.040
H 2.607301 1.585389 -0.436448 -0.200 1.254 0.689
C -1.989829 -7.145758 4.562623 0.064 -0.361 0.198
O -1.973059 -5.956875 3.775005 -0.181 0.230 -0.038
C -3.053811 -5.176615 3.934908 0.075 0.119 -0.116
O -3.987951 -5.402165 4.661555 0.269 0.025 -0.189
O -2.910923 -4.102767 3.144198 0.103 -0.337 0.162
C -3.995617 -3.177359 3.211893 -0.347 0.426 -0.029
H -1.072211 -7.695792 4.353232 -0.029 0.257 -0.151
H -2.012482 -6.902753 5.626829 -0.163 -0.021 -0.113
H -2.839942 -7.775273 4.292282 -0.008 0.143 0.138
H -4.098085 -2.776172 4.222445 -0.071 -0.183 -0.042
H -4.925690 -3.648650 2.887714 0.076 -0.024 0.183
H -3.773101 -2.352381 2.534393 0.204 -0.268 0.024
C -5.045907 -0.256035 9.244809 -0.146 -0.088 0.398
O -4.336946 -0.069258 8.021376 -0.078 0.119 -0.306
C -5.082037 0.436525 7.026368 0.140 -0.033 -0.027
O -6.249027 0.728329 7.093959 0.318 -0.080 -0.009
O -4.299690 0.560041 5.943541 -0.083 -0.091 0.328
C -4.965658 1.090797 4.798290 -0.138 0.169 -0.417
H -4.347574 -0.667494 9.973733 0.118 0.051 -0.275
H -5.419376 0.697597 9.623282 -0.099 -0.115 -0.128
H -5.864792 -0.965691 9.111273 -0.014 0.195 -0.032
H -5.335933 2.097923 4.999302 -0.103 -0.169 0.034
H -5.781301 0.434395 4.488379 -0.022 0.146 0.133
H -4.240753 1.146184 3.985735 0.116 -0.116 0.255
C 1.116773 -2.950617 -6.644840 0.066 -0.509 -0.155
O 1.177861 -1.581776 -6.241916 -0.347 0.275 0.222
C 0.089064 -1.152739 -5.589866 0.402 0.122 -0.142
O -0.889287 -1.811130 -5.332501 0.501 0.309 -0.102
O 0.274700 0.136133 -5.271142 -0.002 -0.359 -0.125
C -0.818286 0.724116 -4.567520 -0.351 0.234 0.117
H 2.046762 -3.188502 -7.160775 -0.022 0.274 0.127
H 1.027760 -3.604742 -5.775471 -0.120 0.064 -0.119
H 0.287227 -3.111954 -7.336257 -0.018 0.005 0.196
H -0.983553 0.214002 -3.617520 -0.007 0.005 -0.182
H -1.723746 0.707039 -5.178616 0.058 -0.149 0.075
H -0.562185 1.762602 -4.360098 0.217 -0.188 -0.097
C 1.561481 -7.402477 -3.460816 -0.181 0.224 0.358
O 2.048188 -8.308002 -4.450292 0.153 0.070 -0.358
C 2.457417 -7.716887 -5.582202 -0.026 -0.239 0.079
O 2.442818 -6.532846 -5.808123 0.004 -0.243 0.030
O 2.885835 -8.673748 -6.419035 -0.127 0.184 0.281
C 3.354746 -8.185134 -7.674317 0.157 0.065 -0.402
H 1.259877 -7.989416 -2.593294 0.106 -0.159 -0.236
H 2.346890 -6.708980 -3.153429 -0.114 0.024 -0.152
H 0.689710 -6.859166 -3.830932 0.179 0.049 -0.023
H 4.211485 -7.522876 -7.534606 -0.185 0.057 0.006
H 2.554380 -7.672628 -8.211807 0.117 0.083 0.129
H 3.674075 -9.042947 -8.266228 -0.108 -0.065 0.276
C -6.812080 -5.473414 -5.055396 -0.206 -0.333 -0.092
O -6.340417 -4.166167 -4.735830 0.255 0.090 0.041
C -5.009760 -4.085939 -4.575052 0.008 0.274 0.055
O -4.228421 -4.998049 -4.677669 -0.243 0.191 0.025
O -4.703386 -2.814746 -4.280704 -0.348 -0.364 0.012
C -3.307751 -2.579388 -4.081437 0.324 -0.013 0.001
H -7.895647 -5.418733 -5.161586 0.132 0.260 0.068
H -6.388401 -5.815390 -6.001832 0.087 -0.031 0.176
H -6.578093 -6.174758 -4.251959 0.122 0.037 -0.152
H -2.746831 -2.805399 -4.985404 -0.157 -0.106 0.236
H -2.935318 -3.166269 -3.238378 -0.020 -0.067 -0.148
H -3.177086 -1.522112 -3.850228 -0.279 -0.075 -0.111
C 4.195929 -0.068932 3.542191 -0.013 0.508 0.148
O 4.079554 -1.336332 2.901373 0.100 -0.409 0.000
C 4.748413 -2.328918 3.507346 -0.084 0.034 -0.099
O 5.410768 -2.228409 4.508595 -0.181 -0.037 -0.279
O 4.550233 -3.453767 2.802536 -0.027 0.322 0.077
C 5.208633 -4.600936 3.336404 0.168 -0.390 0.101
H 3.615248 0.649856 2.962942 -0.015 -0.268 -0.110
H 3.786976 -0.107783 4.553811 0.187 -0.056 -0.044
H 5.236469 0.261360 3.558995 -0.079 -0.116 0.142
H 4.841603 -4.823787 4.340201 0.149 0.126 -0.039
H 6.290667 -4.455369 3.344689 -0.122 0.056 0.148
H 4.978885 -5.447140 2.688717 -0.125 0.263 -0.084
C 2.605255 4.751431 2.824334 -0.005 -0.191 0.010
O 3.073175 6.059427 3.153200 0.272 0.247 0.094
C 4.403476 6.146947 3.304386 -0.092 0.082 0.060
O 5.190084 5.241858 3.187633 -0.222 0.239 0.007
O 4.703972 7.419158 3.607416 -0.216 -0.278 -0.123
C 6.097460 7.661426 3.797565 0.444 0.167 0.080
H 1.521177 4.799414 2.727345 0.144 0.241 0.195
H 3.022806 4.423056 1.874309 0.148 0.105 0.287
H 2.848853 4.043728 3.618924 0.112 0.019 -0.179
H 6.654482 7.445952 2.883619 -0.047 -0.134 0.137
H 6.481003 7.070571 4.631601 -0.020 -0.065 -0.189
H 6.221269 8.717657 4.036760 -0.289 -0.090 -0.048
C 2.637469 8.474037 0.278144 -0.078 -0.085 0.446
O 3.337280 8.662213 -0.950971 -0.108 0.091 -0.337
C 2.578654 9.145985 -1.946428 0.180 -0.012 -0.023
O 1.406617 9.417429 -1.875427 0.300 -0.106 -0.018
O 3.353130 9.273968 -3.034244 -0.106 -0.081 0.340
C 2.671985 9.782731 -4.179961 -0.135 0.157 -0.401
H 3.344989 8.081097 1.008610 0.096 0.058 -0.246
H 2.249667 9.424191 0.650404 -0.107 -0.131 -0.121
H 1.830051 7.748870 0.154654 -0.034 0.190 -0.029
H 2.284932 10.784758 -3.984958 -0.097 -0.169 0.042
H 1.866445 9.109577 -4.480048 -0.020 0.146 0.134
H 3.393053 9.843463 -4.995160 0.111 -0.106 0.264
```
Forces are in eV/Å.

Values from the calculation:
Structure (SMILES): CCSCC1=C(F)C(=O)C=C(CCCF)C1=O.COC(=O)OC.COC(=O)OC.COC(=O)OC.COC(=O)OC.COC(=O)OC.COC(=O)OC.COC(=O)OC.COC(=O)OC
Frontier orbital gap, eV: 7.00



# 2
The following is a quantum chemistry calculation of 9 unconnected molecules or ions with the total composition C36H63N9, from OMol25.

```
108
Properties=species:S:1:pos:R:3:forces:R:3
C -14.140742 17.807971 -15.230232 -0.548 1.180 -0.488
C -13.792637 16.520765 -15.953006 0.244 -0.060 1.193
C -13.144396 16.745848 -17.291010 0.620 0.216 -0.849
C -11.810263 17.414356 -17.227120 3.781 1.726 0.380
N -10.752934 17.965177 -17.161643 -4.525 -2.310 -0.301
H -13.395902 18.592175 -15.365605 0.613 -0.318 0.259
H -14.408492 17.787512 -14.173824 0.214 -0.529 -0.063
H -14.978662 18.299759 -15.724330 -0.480 -0.226 -0.093
H -14.654529 15.863304 -16.066948 -0.150 0.155 -0.133
H -13.086098 15.938940 -15.361076 0.064 -0.019 0.137
H -13.730834 17.358036 -17.976159 -0.315 0.127 0.100
H -13.073698 15.775315 -17.782088 0.450 0.035 -0.154
C -23.272260 11.803081 -19.451116 -0.240 0.789 0.590
C -24.304539 12.776717 -18.830298 0.838 -0.245 0.199
C -24.019774 14.275096 -19.078052 -0.620 0.276 -0.818
C -22.606589 14.673915 -19.072190 0.023 0.021 0.398
N -21.498454 14.987329 -19.069081 -0.314 -0.187 -0.082
H -23.355769 11.869989 -20.535852 0.209 -0.416 -0.006
H -23.427109 10.801258 -19.050546 -0.278 -0.089 -0.430
H -22.260452 12.061567 -19.138798 0.114 0.210 -0.175
H -24.310485 12.644273 -17.748400 -0.139 -0.138 0.013
H -25.276401 12.487866 -19.230505 -0.133 0.376 0.182
H -24.629772 14.929032 -18.454860 0.452 -0.175 0.789
H -24.426627 14.623972 -20.027183 0.271 -0.436 -0.608
C -17.938154 19.754160 -22.837418 -0.844 0.774 -0.449
C -19.228073 20.570705 -22.497314 2.799 -1.808 1.347
C -19.263816 22.015889 -23.056196 -0.897 -0.249 -2.652
C -18.910403 22.014725 -24.470864 -0.729 0.162 2.842
N -18.647033 21.995402 -25.609616 0.444 -0.048 -1.553
H -17.077170 20.031003 -22.229015 0.061 0.383 0.333
H -17.589078 19.819422 -23.867949 -0.284 -0.048 -0.149
H -18.087149 18.707426 -22.572362 -0.222 -0.323 0.081
H -19.179348 20.573024 -21.408405 -0.450 0.575 0.061
H -20.117594 19.992091 -22.746445 -0.433 0.442 -0.613
H -18.491982 22.633830 -22.597371 0.701 0.017 0.821
H -20.234583 22.505348 -22.977789 0.010 0.027 0.212
C -20.224205 8.774862 -15.422323 -1.864 -0.112 -1.103
C -20.725756 9.266717 -16.828242 0.259 0.199 1.543
C -19.621785 9.265303 -17.836308 0.103 0.317 -0.951
C -18.475372 10.026359 -17.397901 1.533 0.169 0.703
N -17.528491 10.572665 -17.024620 -0.704 -0.086 -0.310
H -19.687738 9.586251 -14.930446 0.336 -0.460 0.002
H -19.740005 7.799177 -15.463487 0.477 0.302 0.031
H -21.161129 8.598541 -14.893952 0.151 0.066 0.533
H -21.057996 10.283799 -16.620246 -0.201 0.177 -0.378
H -21.580386 8.721883 -17.229310 0.084 -0.204 0.238
H -19.888831 9.764776 -18.767609 -0.332 -0.340 -0.283
H -19.321078 8.241409 -18.058381 0.176 0.053 -0.124
C -13.592741 12.052240 -19.408331 -0.831 -0.002 0.779
C -13.458022 10.750689 -20.203026 0.267 1.407 -0.877
C -14.769623 10.323989 -20.882801 -0.261 -0.199 0.382
C -15.397100 11.339465 -21.782091 0.316 0.104 -0.022
N -15.859824 12.145064 -22.473010 0.412 -0.838 0.630
H -14.412480 11.986743 -18.692897 -0.139 -0.412 0.295
H -13.910640 12.922667 -19.982255 0.451 -0.066 -0.543
H -12.727586 12.309919 -18.797425 0.218 -0.083 -0.346
H -13.009394 9.960773 -19.600659 -0.418 -0.111 -0.022
H -12.763260 10.955847 -21.017473 0.313 -0.159 0.009
H -15.490000 10.057053 -20.109553 -0.318 0.174 -0.032
H -14.601041 9.395590 -21.428467 -0.068 0.136 -0.307
C -16.708472 14.786639 -18.141632 -0.333 -0.112 -0.188
C -17.860231 13.936969 -18.712571 -0.258 0.531 -0.043
C -17.772118 13.707031 -20.247247 1.141 -0.167 0.992
C -17.781035 14.957472 -20.991358 -0.767 0.362 -0.435
N -17.825698 15.946473 -21.580431 0.160 -0.142 0.259
H -16.605075 15.673292 -18.767147 0.428 -0.001 -0.182
H -15.782482 14.217358 -18.060556 0.129 0.081 -0.354
H -16.882887 15.186412 -17.142701 -0.418 -0.255 0.149
H -18.800085 14.463087 -18.545270 -0.096 -0.014 0.095
H -17.932701 12.976197 -18.202904 0.110 -0.063 -0.119
H -18.507933 12.976700 -20.583845 -0.065 0.339 -0.106
H -16.791557 13.288696 -20.474402 0.002 -0.314 -0.043
C -17.991554 18.629985 -18.908246 0.817 1.187 1.237
C -16.682317 19.125682 -18.176689 0.158 -0.712 -1.111
C -15.714885 19.914523 -19.115247 -0.667 0.134 -0.034
C -16.349034 21.132302 -19.664472 -0.666 1.067 -0.476
N -16.882471 22.062685 -20.121349 0.669 -1.496 0.477
H -17.818895 18.402359 -19.960133 0.008 -0.076 0.073
H -18.703322 19.445098 -18.777560 -0.341 -0.130 -0.440
H -18.393556 17.758715 -18.391154 0.023 -0.002 -0.172
H -16.159181 18.222065 -17.863822 0.293 0.112 0.089
H -16.860891 19.715371 -17.277536 -0.309 -0.047 -0.110
H -15.448185 19.323005 -19.991069 -0.027 -0.254 -0.019
H -14.767678 20.190128 -18.651646 -0.108 0.067 0.234
C -19.261647 13.900202 -13.770546 -0.270 -0.961 0.018
C -19.549754 12.821009 -14.849030 0.881 -0.024 0.194
C -20.128687 13.408592 -16.106093 -0.902 1.228 -0.511
C -21.411099 14.077561 -15.843368 -0.176 -0.403 -0.082
N -22.426939 14.575321 -15.657557 -0.228 0.140 0.072
H -20.158429 14.466314 -13.518762 0.044 0.154 -0.177
H -18.449561 14.560961 -14.073862 -0.174 0.115 -0.225
H -18.930440 13.440043 -12.839597 0.003 -0.150 -0.033
H -20.194745 11.995037 -14.549252 -0.195 0.249 0.547
H -18.622157 12.323645 -15.132392 0.200 0.058 0.040
H -20.309448 12.717690 -16.929542 0.170 -0.274 0.114
H -19.547864 14.228190 -16.529167 0.541 -0.175 0.058
C -19.657424 12.827982 -23.381626 0.182 0.082 -0.500
C -19.841902 11.460553 -24.049631 -0.437 0.564 0.522
C -18.756155 10.425900 -23.733823 -0.147 -0.486 0.518
C -18.599192 10.124215 -22.286795 0.002 0.730 0.071
N -18.455183 9.955571 -21.155676 -0.137 -0.047 -0.431
H -18.734438 13.298089 -23.721017 0.194 -0.063 0.129
H -19.655996 12.824054 -22.291631 -0.139 -0.197 -0.104
H -20.453140 13.480202 -23.741528 -0.128 0.049 0.245
H -19.941165 11.664490 -25.115772 0.483 -0.395 -0.158
H -20.829765 11.086743 -23.780402 0.044 -0.297 0.221
H -17.775719 10.731410 -24.099236 0.000 0.042 -0.030
H -19.005822 9.450886 -24.152271 0.041 0.072 -0.440
```
Forces are in eV/Å.

Values from the calculation:
Total charge: +1
Relative energy (zero: lowest compared OMol25 entry of this formula, charge and spin), kcal per mole: 5.77
Frontier orbital gap (spin up / spin down), eV: 9.68 / 1.98
Spin multiplicity: 2